# 1
102
Properties=species:S:1:pos:R:3:forces:R:3:mulliken_charge:R:1 method="wB97M-V/def2-TZVPD" charge=+1 homo_energy_ha=-0.347 de_lowest_ev=2.782
C 0.8734 1.6161 3.3103 0.16 -0.55 -0.01 0.0164
N 0.2310 2.7708 5.3233 0.07 -0.23 0.05 0.1787
H -2.2984 -1.2818 -1.3004 0.02 0.14 -0.10 0.3154
H -5.7820 5.6026 4.5651 0.03 -0.07 -0.03 0.4258
H -2.2995 -4.8744 -1.2069 -0.05 0.02 -0.04 0.4400
H -4.9853 1.3829 -4.3903 -0.05 0.03 -0.04 0.4150
H -2.5496 3.6635 -2.5763 0.02 0.07 -0.02 0.4750
C 1.4317 3.2208 -3.2852 -0.14 0.00 -0.21 0.1179
C 1.0159 1.9046 4.6248 0.09 -0.01 -0.17 -0.0055
H -7.2361 5.1092 6.5169 0.00 0.17 0.06 0.4228
S -0.8250 2.2015 -1.8898 -0.07 1.51 -0.85 0.9143
N -1.0903 -1.6226 1.6403 -0.04 -0.04 -0.18 -0.5326
C 5.4724 1.0228 0.8663 0.05 0.03 0.02 -0.5393
N 2.3434 -0.3169 -1.5883 -0.31 -0.02 0.07 -0.6293
C 3.6046 1.4958 -0.5704 -0.17 -0.02 -0.05 0.1115
H -2.9427 -1.9169 0.7817 -0.07 -0.05 0.10 0.3211
H -2.7065 -2.8028 2.2881 0.01 0.07 -0.04 0.5468
H 1.8221 1.4347 5.1732 0.04 0.07 0.04 0.5110
H 0.4328 5.2916 6.2966 0.01 0.07 0.02 0.2710
N 1.0047 -2.4049 -0.0712 0.75 -1.08 -0.01 -0.2520
C -2.2940 -3.8311 -0.8866 0.33 0.12 0.09 -0.9606
C 1.1642 4.5911 6.6978 -0.01 -0.18 0.02 -1.0047
C 1.8126 0.5521 2.7401 0.12 -0.18 0.12 -0.1057
H -0.3345 -2.0945 2.1291 -0.04 0.04 0.13 0.3373
C -2.2289 -2.5142 1.3470 0.00 -0.23 0.03 -0.8341
O 1.3024 -0.3636 1.9735 -0.28 0.63 -0.07 -0.5647
C 5.2909 -0.3327 0.6421 0.00 0.04 -0.05 -0.6751
C -4.2791 2.1879 -4.1938 0.18 -0.06 0.09 -1.4622
Bi 0.1137 -0.4401 -0.0568 -0.37 0.85 0.76 2.2670
C -3.2449 4.1019 3.4794 0.10 0.07 -0.02 0.6134
H -1.7417 4.2197 6.4769 0.01 -0.07 0.05 0.5372
C -3.0436 4.4097 4.8267 0.14 -0.15 -0.04 -1.4418
H -6.1814 7.2606 6.3105 -0.08 0.03 0.13 0.3970
C 4.2815 -0.7764 -0.1941 -0.11 -0.07 -0.01 -0.5207
H -1.7723 -3.2705 -2.8853 0.05 0.06 0.01 0.4412
H 2.0668 4.6573 6.0930 0.03 0.04 -0.02 0.3382
H -4.0706 6.1827 8.0572 -0.13 0.00 0.02 0.3637
C -1.4096 -3.0702 -1.8723 -0.17 -0.27 -0.06 -0.6981
H -3.5792 1.4019 -2.3065 0.04 -0.06 0.00 0.1309
H -0.1752 4.4518 -2.4741 -0.04 0.05 0.07 0.6499
C 1.8057 -3.2731 -0.0692 -0.47 0.03 -0.15 0.6295
F -4.3963 4.5013 2.8866 0.01 0.03 -0.01 -0.3578
C 3.4223 0.1358 -0.7967 0.35 0.10 0.06 0.5336
C 0.3931 3.5564 -2.2249 0.00 -0.33 0.31 -1.0461
C -0.8986 3.2749 4.7179 -0.19 0.15 -0.28 0.2407
H 0.5807 4.4500 -4.8647 -0.05 0.02 -0.03 0.3602
C -1.1069 3.0349 3.3455 -0.13 0.10 0.13 0.5438
H -3.3240 -3.4679 -0.9551 -0.03 -0.03 -0.03 0.3514
H -1.1311 -1.0849 -2.4330 -0.15 0.00 -0.06 0.2418
C -0.0833 2.3502 2.5316 0.17 0.03 0.02 0.8194
H 0.2030 2.7185 -4.9945 -0.03 0.02 -0.08 0.2949
H 6.2594 1.3672 1.5220 0.02 0.00 0.01 0.3846
O -0.0455 2.4474 1.3102 -0.23 -0.20 -0.31 -0.4083
N -1.3912 -1.6251 -1.6104 0.21 -0.22 -0.06 -0.5515
H -5.5993 3.9106 5.0565 -0.08 0.04 0.00 0.4876
H 1.7086 2.1715 -3.1766 0.14 0.06 0.03 -0.1905
H -4.2091 7.8794 7.5384 -0.18 0.00 0.00 0.4005
H -2.6067 6.5917 6.0995 -0.03 0.05 0.05 0.4052
C -1.8692 3.9930 5.4283 -0.02 0.03 0.04 -0.6986
H -5.8178 4.5641 7.4433 -0.01 0.14 0.07 0.3635
H -1.4086 -0.8369 2.1996 0.04 -0.04 0.09 0.2357
N -3.9930 5.1085 5.6257 -0.07 0.11 -0.09 0.3742
C -6.1617 5.2278 6.6515 -0.10 -0.54 -0.41 -0.9578
C -3.6806 6.4831 5.9603 -0.12 -0.10 0.08 -0.5111
C 0.9706 3.4415 -4.7229 0.09 -0.09 0.12 -1.4877
H 4.1542 -1.8376 -0.3684 -0.02 -0.04 0.00 0.3261
C -2.2970 3.4416 2.7450 -0.09 -0.05 -0.03 -0.6895
C -2.1169 2.7827 -3.0561 0.11 -0.39 0.41 -1.0185
C 2.8313 -5.4120 -0.2486 -0.29 -0.33 -0.10 0.4139
H -2.2305 -4.6462 1.0916 0.02 0.01 0.01 0.3408
H 2.4631 -1.2466 -1.9634 0.11 0.06 -0.13 0.3726
H -2.4704 3.1988 1.7038 0.05 0.02 -0.07 0.5301
H -3.8686 2.5263 -5.1461 -0.06 0.01 -0.05 0.3276
N -5.8659 6.6380 7.0605 -0.06 0.02 0.12 -0.1172
H 1.4016 2.4766 7.0026 -0.10 -0.07 -0.03 0.4222
H -2.6754 0.8307 -3.7101 -0.01 -0.03 0.05 0.1739
H 1.4105 4.8804 7.7179 0.01 0.04 0.03 0.3878
N 2.7020 -4.1225 -0.0898 0.71 0.41 0.17 -0.6727
Cl -2.5860 0.5060 0.0962 -0.46 0.38 0.35 -0.5280
O 2.9590 0.5652 3.1475 0.09 -0.03 0.00 -0.6531
C -1.8211 -3.7784 0.5738 -0.18 0.10 -0.06 -0.2972
H -0.7373 -3.8712 0.5949 0.00 -0.16 0.07 0.1627
H -0.2227 3.0542 7.3502 0.02 -0.08 -0.01 0.3725
H -4.8215 3.0177 -3.7396 -0.04 0.03 -0.04 0.3361
C 0.6253 3.1634 6.6708 0.01 0.33 0.09 -0.8369
C -3.1650 1.7024 -3.2696 -0.08 0.06 -0.07 0.1098
H -3.9887 7.1831 5.1637 0.05 0.00 0.00 0.2356
O -0.2258 0.9743 -2.5287 0.18 -0.67 -0.03 -0.9844
H 2.3270 3.8173 -3.0964 -0.04 -0.02 0.09 0.5581
C 4.6305 1.9340 0.2509 0.03 -0.02 0.03 -0.6591
H -0.3872 -3.4417 -1.8001 -0.04 -0.04 -0.08 0.2890
N 3.0123 -6.5432 -0.3965 0.00 0.00 0.03 -0.5309
C -5.4068 4.9379 5.3590 0.07 -0.01 0.27 -0.6288
H -6.3764 6.8790 7.9114 -0.02 0.05 -0.08 0.3516
H 1.9848 0.3376 -2.2707 0.15 -0.04 -0.12 -0.2945
C -4.3969 6.8442 7.2563 0.65 0.13 -0.15 -0.7226
H 2.9385 2.2088 -1.0420 0.00 0.04 -0.02 0.1943
H 1.8086 3.3059 -5.4055 -0.02 0.00 -0.06 0.4200
H 0.8692 3.6974 -1.2531 -0.01 0.10 0.01 0.3458
H 4.7731 2.9945 0.4108 -0.04 0.02 0.01 0.3809
H 5.9390 -1.0559 1.1178 0.01 -0.01 0.01 0.4066
H -1.6422 3.0638 -3.9941 0.05 0.08 0.01 0.3864



# 2
115
Properties=species:S:1:pos:R:3:forces:R:3:mulliken_charge:R:1 method="wB97M-V/def2-TZVPD" charge=+1 homo_energy_ha=-0.451
C -1.2102 3.0588 -1.5140 2.97 -0.69 2.96 0.3595
H -2.2567 -2.6668 2.1255 -0.26 0.62 -0.11 0.4257
C -3.1119 4.5249 -1.4041 -0.71 4.43 -3.70 0.5618
H 0.6450 -6.9994 0.6140 -0.25 0.03 0.03 0.3225
O -3.7843 5.4240 -1.9700 2.72 -4.53 3.24 -0.3095
H -3.1190 6.8712 -3.9228 0.04 0.14 -0.07 0.3621
H 0.5099 0.3751 -2.3901 0.10 -0.04 -0.14 0.3664
H -4.3958 7.9911 -4.4460 0.16 -0.07 -0.05 0.3810
H 7.7187 -6.0036 -1.1161 -0.11 0.01 0.04 0.3858
C 3.6680 -5.7497 -5.4528 0.49 -0.47 0.12 -0.1275
H -1.0015 0.1024 -3.2357 0.09 -0.21 -0.11 0.3285
O -4.8219 0.3066 3.5369 0.06 1.12 -0.97 -0.3540
H 1.5161 -1.6202 -3.5609 -0.09 -0.07 -0.11 0.1816
C 2.9438 3.7014 5.7656 0.28 -0.49 1.12 0.5496
C 3.0178 -3.7002 -6.0585 -0.15 0.78 -0.09 0.6449
C -4.3745 4.6397 6.2231 -0.10 0.14 0.35 -1.4911
O 2.3189 -4.9794 -0.9174 1.30 -0.25 -0.66 -0.5185
H -3.7018 2.0496 5.9926 -0.06 0.19 0.00 0.2866
H 7.1487 -4.7085 -0.0410 0.01 -0.20 -0.03 0.3871
H 3.3974 -5.8589 -4.3980 -0.22 -0.07 -0.14 -0.1282
H 4.4339 3.4839 7.3054 -0.19 0.02 0.02 0.3619
N -1.6413 4.4763 -1.5074 -2.54 -2.88 -0.16 -0.0862
O -0.4678 2.6738 -0.5967 -3.13 0.66 -4.40 -0.3728
C 6.9327 -5.2616 -0.9587 0.00 0.38 0.11 -1.5344
F -1.6547 2.2498 -2.6004 0.70 2.73 2.88 -0.1674
H 5.4195 -7.5023 -2.3449 -0.23 0.05 0.01 0.3765
C -0.3228 -2.2178 -4.5228 0.15 0.04 -0.80 -0.5273
C 0.0801 -0.0389 -3.3064 -0.08 0.02 0.34 -1.5756
O -1.1132 -5.9309 0.9289 -0.61 0.69 0.78 -0.3224
H 2.3258 1.8742 4.7463 0.11 0.07 0.16 0.3111
O -0.3222 -3.5616 -4.0538 0.04 -0.09 0.68 -0.3320
H 6.9692 -4.5365 -1.7766 -0.08 -0.13 0.01 0.3479
C 0.3038 -5.9753 0.7762 0.36 -0.32 -0.56 0.1096
O 4.1112 -4.4132 -5.6654 -0.41 0.55 -0.17 -0.3226
H 1.8362 -7.8833 -6.0767 0.02 0.11 -0.05 0.3967
O 3.6472 4.7391 2.6193 -0.46 -0.44 0.74 -0.5486
C -3.4958 7.8923 -3.8333 -0.34 0.19 -0.04 -1.4144
O -1.6732 2.2245 6.2343 0.22 0.20 0.39 -0.3436
H -3.5981 -2.2943 1.0252 0.03 -0.03 0.21 0.2935
H -1.5731 8.9265 -2.2660 -0.17 -0.06 -0.08 0.3050
S -4.1619 3.2507 -0.4790 -0.69 1.04 0.07 0.1387
O -5.0037 2.1061 2.1613 0.41 -0.36 -0.19 -0.5910
O 0.0431 -2.2323 -2.2780 -0.20 -0.73 -0.11 -0.3185
H -2.3351 4.7730 5.5515 0.04 -0.12 -0.02 0.2676
C -4.5318 1.0291 2.4211 -0.30 -0.34 0.53 0.6208
H -4.3889 5.5861 6.7698 0.06 -0.04 -0.18 0.3785
H -1.3621 -1.8871 -4.6209 0.07 0.12 0.13 0.3084
H 0.9832 2.8740 5.3522 0.04 0.04 -0.18 -0.0763
O -3.6383 0.3719 1.6296 -0.90 1.38 0.21 -0.2573
C -2.8825 2.6853 5.6427 -0.11 -0.29 -0.58 -0.3073
H 0.4508 0.5337 -4.1598 0.02 -0.11 0.04 0.4317
O -2.3851 3.9857 7.4396 0.61 -0.67 -0.09 -0.3553
C 5.5731 -5.9199 -0.8715 1.27 0.16 0.07 0.4539
C -2.7281 -1.8751 1.5379 0.09 0.75 -0.27 -1.6651
H -2.2419 -0.3344 2.9545 -0.14 0.08 0.03 0.2752
H 2.1880 -4.0271 1.1972 -0.07 -0.21 0.06 0.2327
C 0.4332 -1.5045 -3.4406 0.13 1.13 -0.15 0.6812
O 1.9679 -4.5253 -6.3345 0.73 0.71 0.13 -0.3268
O -0.6881 2.7012 8.2223 -0.60 0.16 -0.84 -0.5489
H -3.8033 8.0605 -2.7973 0.14 0.04 -0.06 0.3002
O -0.3997 -4.4345 -1.9635 -0.01 0.77 -0.61 -0.5369
O 2.9810 -2.5046 -6.1457 -0.03 -0.86 0.18 -0.5653
H 4.0613 1.9879 6.4702 -0.12 0.07 -0.06 0.3631
H 2.4628 4.5911 6.1877 -0.06 -0.06 -0.09 0.2446
C 3.2213 4.2128 3.6074 0.69 0.50 -0.72 0.6145
C -3.1185 -0.7063 2.4123 0.97 -1.55 -0.39 0.7107
H -6.0695 3.4866 -2.4781 0.93 -0.59 1.06 0.2822
C 2.4971 -5.8487 -6.3847 -0.67 -1.13 0.06 0.4487
H 0.1678 -2.1454 -5.4952 0.00 -0.22 0.11 0.3501
H 0.7705 -6.1631 2.8783 -0.12 0.02 -0.04 0.2540
C 1.4586 -6.8647 -5.9615 -0.37 0.16 0.09 -1.3991
C 0.7800 -5.4085 2.0832 1.26 -0.06 -0.03 0.6060
H 5.5736 -6.6779 -0.0800 -0.09 -0.02 -0.11 0.2930
H 0.5744 -5.3682 -0.0914 -0.20 -0.16 0.43 -0.0158
O 3.8920 4.1375 4.7930 -0.48 0.10 -0.88 -0.3583
O 2.0036 3.6048 3.6945 0.39 0.31 -0.22 -0.2619
H -3.3575 2.2805 0.1176 -0.45 0.04 -0.92 0.2925
H 2.9066 2.6424 7.6489 0.00 0.08 -0.10 0.3738
C -4.2608 -0.9926 3.3371 0.03 -0.61 0.51 -0.5197
C -1.2892 9.0140 -3.3200 0.59 -0.31 0.04 -0.4660
O -0.8420 10.3430 -3.5545 -0.35 0.18 -0.12 -0.3182
C -1.5020 2.9473 7.3801 0.64 -0.05 1.05 0.6323
H 2.8154 -6.0441 -7.4149 0.09 0.07 0.08 0.2983
H -0.4977 8.2942 -3.5372 0.06 0.23 -0.01 0.3064
H -1.1648 4.9995 -0.7556 -0.14 -0.42 -0.40 0.3629
H -2.0316 -1.5521 0.7582 0.08 0.01 0.15 0.3981
H -5.0292 -1.6353 2.8973 0.16 0.03 -0.08 0.3379
O 3.6686 -6.4359 -2.0067 -0.37 0.40 0.37 -0.2801
C 1.9898 2.8994 4.9310 -0.67 -0.26 0.22 -0.1348
H -3.9346 -1.4244 4.2842 -0.12 0.22 -0.03 0.3356
H 2.9293 -5.4892 1.8729 -0.11 0.02 0.03 0.3341
C -1.3788 -4.9128 1.7856 -0.30 -0.37 -0.24 0.6495
S -5.3295 2.3749 -2.0328 0.14 0.10 -0.17 -0.0640
C -0.2407 -3.5005 -2.6955 -0.14 -0.81 0.61 0.5579
H 5.3433 -5.8643 -3.0393 0.14 0.08 0.16 0.2560
O -0.2381 -4.4522 2.3745 -1.07 -0.09 -0.21 -0.3477
H 4.4575 -6.4638 -5.6945 0.05 0.23 -0.03 0.4333
H -5.0312 3.9548 6.7667 0.12 -0.03 -0.09 0.3532
H 2.3396 -4.1917 2.9355 0.01 -0.25 0.05 0.4311
C -2.4502 8.8979 -4.2645 -0.68 -0.86 0.06 0.5818
H -4.7902 4.8024 5.2259 0.09 -0.02 0.05 0.3721
O -2.4765 -4.4683 1.9962 0.74 -1.12 0.05 -0.6350
C 5.0803 -6.4794 -2.1728 0.35 -0.62 -0.36 -0.5143
H 1.1640 -6.7180 -4.9183 0.13 0.04 -0.06 0.2703
C 2.1395 -4.7482 2.0153 -0.06 0.59 0.26 -1.4251
O -2.9780 10.2207 -4.2486 0.56 0.32 0.13 -0.3631
C 3.4115 -5.4190 -1.1385 -0.59 0.52 0.18 0.5861
O -1.9606 12.2409 -4.0891 0.05 -1.11 0.12 -0.5077
C -2.9642 4.0973 6.1427 -1.05 0.62 -0.23 0.7259
C -1.9286 11.0513 -3.9764 -0.12 1.41 -0.13 0.5817
H -2.1195 8.6811 -5.2865 0.10 0.02 0.09 0.2546
C 3.6176 2.9072 6.8629 0.37 0.01 0.02 -1.4481
H 0.5510 -6.7552 -6.5607 0.17 -0.09 -0.05 0.3777
H -2.8273 2.6284 4.5538 0.15 -0.08 0.11 0.0201
O 4.5603 -4.9636 -0.5614 -0.95 -0.29 -0.31 -0.3409